1.
Density functional theory data (ωB97M-V with the def2-TZVPD basis set) for C31H64O29V as an isolated structure.

ORCA input file:
```
! RIJCOSX wB97M-V def2-TZVPD def2/J DEFGRID3
* xyz 0 4
V -0.07 0.18 -0.62
C 0.75 -0.78 -4.85
C 1.20 -1.43 -3.53
O 0.69 -1.09 -2.26
H 0.71 0.30 -4.94
H -0.32 -1.02 -4.92
H 1.19 -1.21 -5.75
H 2.28 -1.57 -3.48
H 0.82 -2.43 -3.71
C 2.54 2.91 -2.38
C 2.47 2.51 -0.86
O 1.39 1.86 -0.37
H 3.44 3.51 -2.50
H 1.75 3.53 -2.80
H 2.51 2.07 -3.07
H 2.50 3.52 -0.45
H 3.33 1.90 -0.57
C 4.99 0.55 -2.58
O 6.27 0.02 -2.84
C 6.39 -1.20 -3.45
O 5.46 -1.96 -3.64
O 7.69 -1.46 -3.73
C 7.90 -2.51 -4.66
H 4.94 1.60 -2.86
H 4.94 0.61 -1.49
H 4.13 0.02 -2.98
H 7.32 -2.65 -5.57
H 7.67 -3.49 -4.24
H 8.93 -2.48 -5.01
C -0.76 -3.89 2.11
O 0.63 -3.60 1.91
C 1.13 -2.44 1.39
O 0.45 -1.45 1.00
O 2.47 -2.53 1.26
C 3.33 -1.51 0.78
H -1.24 -3.76 1.14
H -1.16 -3.27 2.91
H -0.94 -4.90 2.45
H 4.35 -1.90 0.72
H 3.15 -0.64 1.41
H 3.07 -1.29 -0.26
C 3.57 0.34 7.38
O 4.19 1.13 6.31
C 3.44 1.24 5.18
O 2.36 0.62 4.98
O 4.15 2.00 4.29
C 3.60 2.39 3.06
H 2.59 0.81 7.50
H 4.14 0.38 8.32
H 3.59 -0.71 7.11
H 3.06 1.56 2.59
H 4.39 2.70 2.38
H 2.81 3.12 3.23
C -4.79 -0.57 0.11
O -4.21 -1.83 -0.35
C -2.93 -1.97 -0.75
O -2.13 -1.00 -0.76
O -2.69 -3.24 -1.14
C -1.52 -3.55 -1.96
H -4.15 0.25 -0.21
H -4.96 -0.51 1.19
H -5.75 -0.60 -0.39
H -1.39 -2.93 -2.85
H -1.65 -4.58 -2.28
H -0.62 -3.54 -1.33
C -3.97 2.42 3.12
O -3.19 1.47 2.38
C -1.90 1.62 1.98
O -1.40 0.94 1.06
O -1.26 2.45 2.79
C 0.14 2.56 2.85
H -3.50 2.60 4.09
H -4.98 2.05 3.31
H -4.04 3.40 2.65
H 0.47 3.34 2.17
H 0.76 1.67 2.76
H 0.44 3.12 3.73
C -5.06 -1.36 4.36
O -3.75 -1.63 4.01
C -2.78 -0.78 4.58
O -2.95 0.16 5.33
O -1.62 -1.29 4.24
C -0.41 -0.67 4.59
H -5.69 -2.00 3.74
H -5.36 -0.36 4.05
H -5.27 -1.48 5.42
H 0.19 -0.80 3.69
H 0.09 -1.13 5.44
H -0.49 0.40 4.79
C -1.29 -8.57 -1.22
O -0.10 -7.89 -1.49
C 0.18 -6.65 -1.15
O -0.37 -6.05 -0.18
O 1.01 -6.20 -2.06
C 1.73 -4.99 -1.83
H -1.45 -8.56 -0.14
H -1.20 -9.62 -1.52
H -2.22 -8.12 -1.56
H 1.83 -4.77 -0.77
H 1.17 -4.16 -2.29
H 2.68 -5.00 -2.36
C -0.59 5.12 -0.87
O -1.71 5.93 -0.45
C -2.75 6.20 -1.31
O -2.70 6.20 -2.52
O -3.80 6.53 -0.54
C -4.89 7.27 -1.06
H -0.03 5.77 -1.55
H -0.86 4.15 -1.29
H 0.05 4.91 -0.01
H -4.47 8.04 -1.71
H -5.50 7.72 -0.28
H -5.54 6.62 -1.65
C -1.95 1.92 -4.50
O -2.75 2.46 -3.53
C -2.44 2.15 -2.28
O -1.43 1.61 -1.85
O -3.41 2.70 -1.42
C -4.71 3.14 -1.81
H -2.26 2.26 -5.49
H -1.98 0.83 -4.54
H -0.94 2.29 -4.38
H -4.50 3.76 -2.68
H -5.18 3.70 -1.00
H -5.46 2.45 -2.18
*
```

orbital gap (spin up / spin down) = 6.80 / 7.37 eV
expectation value of S² = 3.754
LUMO (spin up / spin down) = 0.373 / 0.373 eV
HOMO (spin up / spin down) = -6.43 / -6.99 eV

Atom charges from the Löwdin analysis, given in e for atoms 1 to 5:
1. V 0.935
2. C -0.097
3. C -0.432
4. O -0.388
5. H 0.048

2.
Density functional theory data (ωB97M-V with the def2-TZVPD basis set) for a 4-piece molecular cluster, C31H65BN4O6 overall.

ORCA input file:
```
! RIJCOSX wB97M-V def2-TZVPD def2/J DEFGRID3
* xyz 1 4
O 2.03 -2.82 -3.74
B 1.18 -2.30 -2.78
O 0.44 -3.12 -1.99
C 0.97 -0.73 -2.60
C 1.09 -0.34 -1.15
O 2.44 -0.47 -0.76
C 3.29 0.49 -1.34
C 3.04 0.80 -2.84
N 1.87 0.09 -3.48
H 2.94 -2.53 -3.66
H 0.98 -3.84 -1.65
H -0.06 -0.52 -2.92
H 0.55 -1.08 -0.57
H 0.67 0.64 -0.92
H 3.24 1.42 -0.77
H 4.30 0.10 -1.23
H 2.88 1.87 -2.97
H 3.93 0.55 -3.41
H 1.29 0.81 -3.92
H 2.21 -0.47 -4.26
C -2.94 -3.61 0.79
C -2.63 -2.20 1.32
C -1.20 -2.16 1.86
C -1.03 -2.98 3.14
C -2.04 -2.54 4.21
C -3.49 -2.47 3.72
N -3.57 -1.78 2.39
O -3.58 -0.50 2.53
C -4.11 -3.88 3.65
C -4.33 -1.69 4.73
C -2.79 -1.28 0.12
H -2.46 -3.74 -0.18
H -2.57 -4.41 1.42
H -4.01 -3.74 0.65
H -0.90 -1.12 2.06
H -0.52 -2.54 1.09
H -1.13 -4.05 2.93
H -0.02 -2.84 3.53
H -2.00 -3.21 5.06
H -1.75 -1.55 4.57
H -5.09 -3.84 3.18
H -4.22 -4.27 4.65
H -3.50 -4.59 3.10
H -3.90 -0.72 4.95
H -4.38 -2.26 5.66
H -5.35 -1.54 4.36
H -3.78 -1.38 -0.31
H -2.06 -1.58 -0.65
H -2.62 -0.23 0.35
C 4.35 0.94 5.08
C 3.28 -0.11 4.76
C 1.95 0.58 4.43
C 1.30 1.23 5.65
C 1.14 0.22 6.79
C 2.41 -0.56 7.13
N 3.07 -1.07 5.88
O 2.51 -2.15 5.47
C 3.38 0.30 7.96
C 2.05 -1.76 8.01
C 3.79 -0.88 3.54
H 4.70 1.39 4.15
H 4.00 1.76 5.70
H 5.21 0.48 5.57
H 1.26 -0.16 4.01
H 2.12 1.33 3.65
H 1.88 2.09 5.98
H 0.32 1.61 5.38
H 0.80 0.73 7.70
H 0.35 -0.49 6.52
H 4.33 -0.22 8.09
H 2.96 0.48 8.94
H 3.58 1.28 7.52
H 1.27 -2.36 7.57
H 1.70 -1.39 8.97
H 2.92 -2.39 8.18
H 4.76 -1.32 3.75
H 3.90 -0.18 2.71
H 3.11 -1.67 3.24
C -1.66 5.00 -7.40
C -0.49 4.07 -7.02
C -0.04 3.27 -8.24
C -1.05 2.22 -8.68
C -1.43 1.30 -7.53
C -1.84 2.02 -6.24
N -0.86 3.12 -5.92
O 0.17 2.67 -5.32
C -3.27 2.57 -6.34
C -1.85 1.02 -5.08
C 0.62 4.99 -6.53
H -1.27 5.86 -7.93
H -2.40 4.54 -8.05
H -2.17 5.36 -6.51
H 0.91 2.78 -8.01
H 0.17 3.97 -9.06
H -1.95 2.70 -9.09
H -0.63 1.63 -9.49
H -2.26 0.65 -7.82
H -0.58 0.64 -7.31
H -3.51 3.18 -5.48
H -3.97 1.74 -6.37
H -3.45 3.15 -7.24
H -0.92 0.47 -5.01
H -2.65 0.30 -5.25
H -2.04 1.53 -4.13
H 0.28 5.60 -5.69
H 0.91 5.65 -7.34
H 1.50 4.43 -6.21
*
```

orbital gap (spin up / spin down) = 6.80 / 7.83 eV
expectation value of S² = 3.762
LUMO (spin up / spin down) = -3.021 / -3.029 eV
HOMO (spin up / spin down) = -9.82 / -10.86 eV

Atom charges from the Löwdin analysis, given in e for atoms 1 to 5:
1. O 0.189
2. B -0.597
3. O 0.212
4. C -0.104
5. C -0.142

3.
Density functional theory data (ωB97M-V with the def2-TZVPD basis set) for a 11-piece molecular cluster, C31H65O30P overall.

ORCA input file:
```
! RIJCOSX wB97M-V def2-TZVPD def2/J DEFGRID3
* xyz 0 1
C -5.02 -0.46 -0.31
P -5.16 -2.31 -0.31
H -5.51 -0.03 0.56
H -3.98 -0.14 -0.27
H -5.47 -0.07 -1.23
H -3.96 -2.66 0.35
H -6.04 -2.49 0.78
C -0.26 0.36 -5.71
O -1.34 0.25 -4.77
C -1.40 -0.93 -4.15
O -0.64 -1.85 -4.30
O -2.44 -0.91 -3.32
C -2.67 -2.14 -2.63
H -0.33 1.36 -6.14
H 0.70 0.25 -5.22
H -0.36 -0.39 -6.50
H -1.81 -2.43 -2.02
H -2.90 -2.94 -3.33
H -3.53 -1.96 -1.99
C 1.44 -1.17 -1.92
O 2.81 -1.53 -1.70
C 2.96 -2.65 -1.01
O 2.05 -3.32 -0.56
O 4.25 -2.92 -0.89
C 4.55 -4.13 -0.19
H 1.46 -0.24 -2.48
H 0.94 -1.93 -2.51
H 0.92 -1.02 -0.98
H 4.12 -4.98 -0.71
H 4.16 -4.09 0.83
H 5.63 -4.20 -0.17
C -2.96 -0.18 3.04
O -4.03 0.76 3.28
C -3.98 1.29 4.49
O -3.16 1.00 5.33
O -4.96 2.17 4.62
C -5.02 2.84 5.89
H -3.10 -0.56 2.03
H -2.00 0.32 3.13
H -3.01 -1.00 3.75
H -4.11 3.41 6.06
H -5.16 2.12 6.69
H -5.87 3.51 5.83
C -0.55 8.20 5.56
O -0.01 6.88 5.43
C -0.91 5.90 5.52
O -2.09 6.05 5.69
O -0.28 4.74 5.39
C -1.15 3.59 5.47
H 0.29 8.87 5.47
H -1.27 8.39 4.77
H -1.03 8.32 6.53
H -1.88 3.61 4.67
H -1.64 3.56 6.43
H -0.51 2.72 5.36
C 3.63 0.70 -10.54
O 2.52 0.83 -9.64
C 1.39 0.29 -10.08
O 1.24 -0.27 -11.14
O 0.44 0.48 -9.16
C -0.83 -0.06 -9.51
H 4.46 1.19 -10.04
H 3.85 -0.34 -10.72
H 3.41 1.20 -11.48
H -0.77 -1.14 -9.66
H -1.22 0.41 -10.41
H -1.49 0.15 -8.67
C 0.86 0.03 5.33
O 0.17 -0.63 4.27
C 0.73 -1.75 3.82
O 1.76 -2.23 4.23
O -0.03 -2.24 2.84
C 0.46 -3.46 2.27
H 0.27 0.90 5.58
H 0.94 -0.63 6.20
H 1.86 0.32 5.01
H 0.51 -4.24 3.03
H 1.44 -3.31 1.83
H -0.24 -3.74 1.50
C 0.66 -4.89 -2.98
O 0.47 -6.31 -3.10
C 1.60 -6.99 -3.28
O 2.71 -6.53 -3.33
O 1.30 -8.29 -3.40
C 2.43 -9.14 -3.59
H -0.33 -4.47 -2.82
H 1.30 -4.66 -2.13
H 1.08 -4.48 -3.89
H 3.11 -9.07 -2.75
H 2.95 -8.88 -4.51
H 2.02 -10.15 -3.67
C 2.19 3.55 7.06
O 3.31 2.65 7.06
C 3.02 1.42 7.49
O 1.94 1.03 7.85
O 4.14 0.69 7.44
C 3.97 -0.67 7.86
H 2.57 4.49 6.67
H 1.41 3.17 6.40
H 1.80 3.68 8.06
H 3.26 -1.19 7.23
H 3.64 -0.71 8.90
H 4.96 -1.12 7.77
C 5.57 2.83 5.02
O 6.27 3.44 3.93
C 5.60 3.44 2.78
O 4.49 3.00 2.61
O 6.35 4.03 1.85
C 5.73 4.11 0.56
H 6.24 2.89 5.88
H 4.65 3.36 5.23
H 5.35 1.78 4.80
H 4.81 4.69 0.61
H 5.52 3.11 0.18
H 6.45 4.60 -0.08
C -4.55 -1.05 -5.81
O -5.61 -0.26 -6.35
C -6.06 0.69 -5.52
O -5.67 0.89 -4.40
O -7.02 1.37 -6.15
C -7.60 2.42 -5.37
H -4.31 -1.78 -6.57
H -3.69 -0.43 -5.58
H -4.88 -1.56 -4.90
H -6.84 3.15 -5.09
H -8.06 2.02 -4.47
H -8.35 2.87 -6.00
*
```

orbital gap = 9.64 eV
LUMO = 0.452 eV
HOMO = -9.19 eV

Atom charges from the Löwdin analysis, given in e for atoms 1 to 5:
1. C -0.408
2. P 0.725
3. H 0.020
4. H 0.020
5. H 0.016

| no. | E (Ha) | maximum force (eV/Å) |
| --- | --- | --- |
| 1 | -4345.43764 | 4.2 |
| 2 | -1915.17486 | 1.5 |
| 3 | -3818.80347 | 0.5 |